An isolated ion of composition C3H11BN5O3P2S and charge +1, computed with the ωB97M-V functional and the def2-TZVPD basis.

Structure (XYZ):
```
26
Properties=species:S:1:pos:R:3:lowdin_charge:R:1
C 3.04150 -1.14768 0.34983 -0.2589
P 2.30598 -0.25800 -1.06095 0.9259
C 3.26953 1.25783 -1.09726 -0.3038
N 0.79606 0.43240 -0.26601 -0.2319
N 0.77115 1.58330 0.30235 0.0811
N -0.44075 1.83792 0.73166 0.1299
C -1.20194 0.78793 0.45007 -0.1431
B -2.74785 0.73389 0.91720 -0.6094
N -3.55895 1.81576 0.57638 0.2383
O -3.22704 -0.31759 1.64678 0.1607
N -0.44390 -0.11191 -0.20286 -0.0660
P -0.97020 -1.71560 -0.80712 0.1221
O -2.51253 -1.38846 -1.01560 -0.1508
O -0.98241 -2.52088 0.55580 -0.1387
S -0.03756 -2.43826 -2.25360 0.4391
H 2.27806 -1.63376 0.95404 0.0365
H 3.68143 -1.90710 -0.09385 0.0490
H 3.63043 -0.48030 0.97549 0.0504
H 3.38022 1.75462 -0.13540 0.0458
H 2.84630 1.96279 -1.80991 0.0481
H 4.25483 0.95824 -1.45621 0.0597
H -3.12856 2.72740 0.49287 0.0994
H -4.39608 1.88370 1.14333 0.1141
H -3.08714 -1.19668 1.27740 0.0865
H -2.68207 -0.59469 -1.54747 0.1144
H -0.83850 -2.02486 1.37302 0.1016
```

Results
- max |F| (eV/A) = 1.24
- SMILES = CP(C)n1nnc(B(N)O)[n+]1P(O)(O)=S
- DFT total energy (hartree) = -1726.063881
- net charge = +1
- Kohn-Sham gap (eV) = 8.5155

An isolated molecule of C6H9N3, computed with the ωB97M-V functional and the def2-TZVPD basis.

Structure (XYZ):
```
18
Properties=species:S:1:pos:R:3:lowdin_charge:R:1
C -0.15095 0.18411 0.09129 -0.1171
C 1.11808 0.81142 0.40098 -0.1971
C -0.22320 0.13344 -1.35199 -0.3424
C -1.25374 -0.63068 0.69352 -0.1424
C -2.17073 -0.94265 -0.54025 -0.1434
C 2.01335 0.83952 1.60007 -0.0214
N 0.88713 0.53480 -1.88692 0.0687
N 1.68540 0.90001 -0.85671 -0.0219
N -1.41250 -0.46877 -1.81897 0.0566
H -0.91381 -1.71262 1.07745 0.1447
H -1.91361 -0.09085 1.39784 0.1038
H -2.34730 -2.05143 -0.47792 0.1154
H -3.05261 -0.45651 -0.33509 0.0619
H 2.82130 1.49560 1.28448 0.0812
H 1.47048 1.15095 2.41493 0.0466
H 2.38379 -0.10448 1.93977 0.0768
H 2.38728 1.56270 -1.09353 0.1318
H -1.32836 -1.15457 -2.53895 0.0982
```

Results
- max |F| (eV/A) = 4.56
- SMILES = Cc1[nH]nc2c1CCN2
- DFT total energy (hartree) = -398.229489
- ΔE to the lowest compared entry with this formula, charge and spin (kcal/mol) = 28.8
- Kohn-Sham gap (eV) = 8.9368

An isolated molecule of C3H6N2O, computed with the ωB97M-V functional and the def2-TZVPD basis.

Structure (XYZ):
```
12
Properties=species:S:1:pos:R:3:lowdin_charge:R:1
N -0.00155 -1.37874 0.85722 -0.0036
C 0.51872 -0.55800 -0.23651 -0.2195
C -0.27141 0.75152 -0.12429 -0.4163
O 0.00620 1.39848 1.08413 -0.0162
C -0.16507 1.66159 -1.27483 -0.1493
N -0.35780 2.27206 -2.23671 0.1566
H -0.88977 -1.79182 0.58545 0.0819
H 0.62254 -2.14019 1.09633 0.0772
H 1.58629 -0.37622 -0.06567 0.1282
H 0.39923 -0.99225 -1.24011 0.1201
H -1.33542 0.46711 -0.18285 0.1498
H -0.11196 0.68646 1.73784 0.0911
```

Results
- max |F| (eV/A) = 1.04
- SMILES = N#C[C@H](O)CN
- DFT total energy (hartree) = -302.638032
- ΔE to the lowest compared entry with this formula, charge and spin (kcal/mol) = 34.6
- Kohn-Sham gap (eV) = 11.0893